(1)
253
Properties=species:S:1:pos:R:3:forces:R:3 method="wB97M-V/def2-TZVPD" energy_ev=-180105.4962 gap_ha=0.311
O -8.175474 -1.260720 -0.694407 -1.5 -0.6 -0.9
P -6.789190 -1.337989 -0.255564 1.0 0.1 0.4
N -6.054087 -2.847095 0.140562 -0.8 2.0 -0.5
C -6.564264 -3.633193 1.271834 -0.8 0.1 -0.1
C -5.709375 -3.678479 -0.977477 2.0 -0.9 -1.1
N -6.770079 -0.547751 1.203669 0.9 -0.1 1.1
C -5.504141 -0.470930 1.895016 1.2 -1.7 -1.7
C -7.562305 0.675530 1.339618 -0.8 -0.6 -1.4
N -5.806844 -0.585545 -1.392479 -0.3 -0.4 0.9
C -6.418661 0.167048 -2.473364 -1.8 -0.1 -0.1
C -4.369009 -0.751563 -1.464214 -0.4 0.1 -1.3
H -5.729910 -3.936923 1.896229 0.2 -0.2 0.1
H -7.005765 -4.542981 0.794818 -0.1 0.5 0.9
H -7.291927 -3.074896 1.941126 0.8 -0.6 -1.2
H -5.361630 -3.126679 -1.882313 -0.1 0.0 0.9
H -6.508540 -4.292239 -1.375573 -0.5 -0.3 0.4
H -4.846982 -4.379026 -0.708660 -1.0 0.8 -0.2
H -4.951039 0.422148 1.717659 0.3 1.2 -0.3
H -5.574862 -0.628466 2.933016 -0.4 -0.2 1.5
H -4.827009 -1.279380 1.492416 -0.7 0.7 0.6
H -7.231469 1.245096 2.186544 0.2 0.1 0.5
H -7.415422 1.281217 0.430997 -0.2 0.2 0.3
H -8.635301 0.424060 1.427404 0.5 0.2 0.0
H -6.234912 -0.303789 -3.453211 0.0 0.1 0.3
H -7.542258 0.239867 -2.302311 1.4 -0.4 -0.3
H -6.094944 1.200111 -2.481090 0.5 0.1 0.0
H -3.817309 0.182660 -1.653200 -0.5 -0.3 0.1
H -4.167315 -1.445933 -2.285655 0.4 0.1 -0.2
H -3.980037 -1.215252 -0.597694 0.4 -0.3 1.0
O -1.161934 -1.271121 -1.173549 -0.6 0.4 0.3
P -0.111278 -1.553982 -0.171791 -0.3 -1.0 -0.1
N -0.605339 -1.504902 1.426684 0.2 0.2 -1.1
C -1.907717 -1.981801 1.732740 0.6 -0.8 3.1
C 0.257910 -1.568750 2.581109 -0.7 -1.1 0.5
N 1.147195 -0.515288 -0.141988 1.4 -0.1 -0.6
C 2.487047 -0.784260 -0.726614 -2.1 0.6 -0.8
C 0.933596 0.862402 0.269469 -0.5 0.0 -0.3
N 0.464146 -3.070409 -0.503416 0.4 0.2 0.7
C 0.405616 -3.683360 -1.794314 -0.4 -0.7 -0.5
C 1.236526 -3.786909 0.485032 -0.8 0.0 0.9
H -2.317239 -1.383335 2.518075 -0.5 1.0 0.5
H -1.912311 -2.945595 2.281446 0.3 -0.3 -0.7
H -2.573477 -2.005450 0.961555 -1.5 -0.1 -2.4
H 0.197324 -2.616197 2.998175 0.3 1.0 -0.1
H 0.018834 -0.838089 3.342132 -0.7 0.1 0.3
H 1.247065 -1.325114 2.346985 1.7 -0.1 -0.7
H 2.623442 -1.835625 -0.923240 0.2 -0.3 0.3
H 2.617890 -0.263869 -1.692746 -0.2 -0.1 0.2
H 3.158724 -0.342330 -0.044716 1.4 0.0 0.8
H 0.016801 0.849457 0.902517 0.7 0.4 -0.5
H 1.797243 1.126818 0.889055 -0.5 0.5 -0.4
H 0.808669 1.569162 -0.619087 0.2 -0.7 1.1
H 1.414124 -3.806603 -2.180629 0.3 0.3 -0.5
H 0.050967 -4.769103 -1.754747 -0.3 1.5 0.1
H -0.217028 -3.006789 -2.408854 0.3 -0.9 -0.1
H 1.746239 -4.603779 0.039261 0.5 -0.7 -0.8
H 0.544182 -4.280835 1.203339 0.6 0.5 0.1
H 2.007590 -3.161665 0.947349 -0.3 -0.1 0.4
C 2.229272 8.952584 0.783401 -1.9 0.1 0.0
C 2.094735 7.829666 -0.168029 0.9 -1.2 0.2
O 0.961051 6.990497 0.019620 -0.2 -1.0 0.7
C 1.018469 5.970381 0.899622 -0.6 0.7 0.2
O 0.213095 5.084791 0.895355 -0.5 -0.8 -0.7
O 1.899929 6.100881 1.881100 1.0 2.4 -2.3
C 1.993273 5.097738 2.791394 -1.3 -3.1 1.0
H 3.176490 9.276072 0.526227 2.0 1.5 -0.2
H 2.270236 8.570642 1.784293 -0.2 0.1 0.6
H 1.481403 9.748100 0.628973 0.3 -0.3 0.3
H 3.008361 7.212858 -0.046762 -0.6 0.2 -0.5
H 2.010399 8.176348 -1.182715 0.1 0.0 -0.5
H 2.030898 4.064637 2.365106 -0.1 1.0 -0.2
H 1.129199 5.123216 3.453989 0.1 0.0 0.2
H 2.883575 5.188048 3.334141 1.3 0.5 0.8
C -1.500301 0.320915 -4.390830 0.8 1.3 2.1
C -0.154519 -0.071213 -3.732838 -0.5 0.5 -2.0
O 0.915916 0.442543 -4.586168 0.4 -0.7 0.0
C 1.706395 -0.461507 -5.181366 -1.1 1.9 -1.6
O 1.673686 -1.639810 -5.063500 0.0 -1.7 0.7
O 2.379198 0.180376 -6.146482 0.5 0.6 0.9
C 3.280605 -0.583967 -6.942932 0.6 1.4 -0.2
H -1.579409 -0.024075 -5.424992 -0.3 -0.4 0.5
H -1.497468 1.428565 -4.401581 -0.2 -0.4 -0.2
H -2.272988 0.052111 -3.619564 0.3 -0.2 -1.3
H -0.107591 -1.126949 -3.668493 0.4 -1.0 0.2
H 0.051120 0.371895 -2.793168 -0.4 0.4 1.0
H 3.998230 -1.144087 -6.395150 0.4 -0.1 1.0
H 3.850880 0.175306 -7.544967 -0.9 -1.0 0.2
H 2.704000 -1.302305 -7.457472 -0.6 -0.6 -1.3
C 6.444207 4.984112 1.283737 -0.1 -0.1 0.6
C 6.290627 4.177735 0.005764 -0.5 0.0 0.1
O 6.332697 2.744449 0.332591 1.8 0.5 -0.5
C 7.596431 2.249707 0.181162 -2.7 -2.3 2.7
O 8.496921 2.687985 -0.411543 2.0 1.1 -1.6
O 7.650431 1.074531 0.924996 -0.5 0.6 -1.2
C 8.600189 0.082037 0.513578 0.7 -0.5 0.1
H 5.651212 4.806221 2.066229 0.8 -0.3 -0.9
H 6.343044 6.046112 1.064415 0.3 0.1 -0.2
H 7.441347 4.776412 1.713023 -0.5 0.3 0.0
H 6.999714 4.444879 -0.795048 0.1 -0.3 0.7
H 5.332565 4.347658 -0.443697 -0.8 -0.1 0.0
H 8.930337 0.132328 -0.566821 -0.7 0.1 1.2
H 8.180587 -0.900875 0.805763 -0.1 0.6 -0.7
H 9.485553 0.136154 1.152637 0.1 0.4 -0.2
C -9.166883 -3.068775 -4.326129 1.3 -2.2 0.5
C -8.260704 -3.820817 -3.309521 -0.8 0.1 0.1
O -7.073960 -4.533426 -3.803579 -0.9 -0.6 0.6
C -6.119582 -3.829499 -4.362800 -0.4 1.6 -0.9
O -6.286361 -2.663246 -4.698587 1.3 -1.2 0.4
O -5.035615 -4.623982 -4.552024 0.1 0.9 0.3
C -3.762438 -3.968249 -4.781552 0.6 1.2 -1.1
H -9.468698 -3.833868 -5.040813 -0.3 0.5 -0.4
H -8.739524 -2.181340 -4.744665 0.5 0.1 -0.4
H -9.973362 -2.774376 -3.711885 -1.3 0.3 0.5
H -8.844010 -4.619582 -2.753260 0.7 0.8 -0.9
H -8.000799 -3.068017 -2.575985 0.7 0.0 0.3
H -3.351685 -4.266253 -5.790316 -0.5 -0.2 1.2
H -3.022041 -4.226708 -3.965730 -1.1 0.3 -0.9
H -3.885492 -2.843463 -4.919868 -0.1 -1.4 0.7
C 5.115508 -3.612447 -5.342324 0.1 -0.8 -0.8
C 3.924904 -3.644463 -4.367815 1.8 -0.1 -0.9
O 4.445143 -3.023951 -3.160781 -1.1 -0.5 0.7
C 4.674116 -1.724463 -3.236328 0.5 -0.4 -0.9
O 4.555609 -1.048504 -4.229188 -0.3 0.6 0.2
O 5.193235 -1.324713 -2.099059 -0.5 -0.2 1.8
C 5.666384 0.026706 -2.023803 2.2 -1.9 -0.7
H 5.056332 -4.361013 -6.135881 -0.5 -0.2 0.0
H 6.080696 -3.883619 -4.868424 -0.6 0.4 0.2
H 5.221885 -2.680369 -5.876513 0.2 0.3 0.2
H 3.665714 -4.685228 -4.219977 0.2 0.1 1.0
H 3.013509 -3.167117 -4.698549 0.2 0.4 -0.1
H 6.311609 0.082297 -1.119507 -0.8 0.1 -0.6
H 4.911950 0.743659 -2.105092 -1.3 1.1 0.3
H 6.261519 0.037022 -2.931785 0.5 1.1 0.1
C 2.265987 -4.920442 -7.907015 -0.5 -0.1 -0.7
C 1.257051 -4.280467 -7.043131 -0.1 1.8 0.9
O 0.312372 -5.171484 -6.411992 0.5 -0.4 -0.1
C 0.812848 -5.894694 -5.400857 0.9 1.6 0.0
O 1.967170 -5.813688 -4.990863 -1.6 -0.7 -0.5
O -0.179982 -6.577741 -4.861343 -0.1 0.3 -1.2
C 0.189004 -7.317420 -3.736153 3.2 2.0 0.5
H 2.919641 -5.452062 -7.277098 0.9 -1.1 0.4
H 2.840153 -4.159222 -8.411902 0.1 0.3 -0.2
H 1.762771 -5.528819 -8.651015 0.2 -0.4 -0.1
H 0.659746 -3.589596 -7.638437 -0.3 -0.1 0.2
H 1.779759 -3.680184 -6.264691 -0.6 -0.4 -0.4
H 1.082254 -7.901165 -3.954547 -0.2 -0.3 0.1
H -0.634206 -7.843498 -3.483577 -2.4 -1.9 1.0
H 0.479488 -6.586459 -2.952823 -0.2 -0.6 -0.1
C 1.222147 4.383292 7.234514 0.8 -1.2 -1.9
C 1.150940 3.016129 6.477989 -0.9 1.1 1.1
O 1.883623 3.146249 5.285889 0.5 0.8 -2.0
C 2.137147 2.059697 4.559801 1.0 -0.3 1.0
O 1.734735 0.955437 4.841120 -0.5 -0.1 -0.2
O 3.043756 2.308908 3.594689 -1.2 -0.2 0.2
C 3.269674 1.119760 2.745609 -0.9 1.7 0.3
H 2.290660 4.578133 7.362072 0.0 0.3 -0.2
H 0.875176 4.237517 8.245878 -0.9 0.4 0.0
H 0.791220 5.134130 6.542401 -0.1 -0.1 1.1
H 0.115376 2.644626 6.337301 0.7 0.3 -0.1
H 1.710899 2.345560 7.060142 0.3 -1.4 1.0
H 2.339251 0.556957 2.731974 0.2 -0.2 -0.1
H 4.017797 0.566814 3.269009 0.8 -0.6 -0.4
H 3.473525 1.584982 1.761949 0.6 -0.7 0.6
C -1.559060 7.513482 1.845826 0.8 2.8 0.3
C -2.678524 7.048984 2.671098 -1.3 0.1 1.0
O -2.827685 5.638724 2.417923 -0.3 -1.5 -0.5
C -1.888825 4.857474 3.016255 0.6 2.9 1.3
O -1.148786 5.239520 3.911773 -0.6 0.1 -0.3
O -1.842340 3.676398 2.533299 -1.5 -1.3 -1.1
C -0.901753 2.784847 3.110691 0.4 0.4 -0.5
H -1.838725 7.361982 0.818926 0.3 -0.5 -0.6
H -0.630148 7.004833 2.154564 -0.5 0.7 -0.4
H -1.524040 8.674631 1.907580 0.5 -1.9 0.2
H -3.593143 7.683931 2.423124 0.7 -1.7 0.2
H -2.549176 7.023956 3.747630 0.4 1.0 0.2
H -0.900369 2.846236 4.193328 0.2 0.2 0.1
H 0.053062 3.048138 2.629764 -0.1 -0.4 0.5
H -1.272757 1.832791 2.801391 0.1 -0.9 -0.2
C 3.775143 -6.127861 1.700044 -0.6 0.2 0.9
C 2.833348 -7.106359 2.349569 0.1 -1.1 -0.2
O 1.484837 -6.562870 2.483484 0.7 -0.3 -0.1
C 1.355933 -5.952990 3.657310 -0.3 0.3 -1.2
O 2.191760 -5.923055 4.491493 1.8 -0.1 2.0
O 0.220434 -5.316095 3.743320 -1.4 0.8 0.5
C 0.040907 -4.668778 5.046871 1.3 -0.6 -0.4
H 3.662916 -5.280884 2.363332 0.8 0.7 0.0
H 3.358524 -5.819027 0.751714 0.4 -0.1 -0.5
H 4.814958 -6.497752 1.665152 -0.6 0.3 -0.1
H 3.200818 -7.454064 3.319522 -0.2 0.3 -0.2
H 2.720539 -7.975980 1.736211 -0.3 -0.6 -0.4
H -0.088789 -5.451953 5.789175 0.0 0.1 0.1
H -0.836582 -4.081045 4.964434 -0.7 0.6 -0.2
H 0.940211 -4.062281 5.302028 -0.8 -0.4 -0.3
C -0.608898 4.126553 -3.061032 -0.1 -0.9 1.0
C 0.397891 5.165846 -2.669534 -0.9 0.5 0.1
O 1.647981 4.658783 -3.177744 0.1 0.8 0.9
C 2.623572 4.481548 -2.299482 1.1 -2.1 -0.4
O 2.975194 5.102077 -1.330285 -0.7 0.4 -0.4
O 3.312479 3.353155 -2.630873 0.8 1.1 0.6
C 2.767173 2.341629 -3.466671 0.2 -0.7 1.7
H -0.480236 3.788373 -4.085789 -0.2 0.2 -0.1
H -1.616997 4.442257 -2.832174 -0.3 0.2 -0.3
H -0.474941 3.258100 -2.394298 0.1 0.0 -0.4
H 0.381573 5.294278 -1.557019 0.4 0.1 -1.1
H 0.156800 6.108681 -3.188526 0.4 -0.2 0.4
H 3.596628 1.713438 -3.763034 0.2 -0.1 -0.2
H 2.270002 2.725977 -4.304834 -0.8 0.4 -1.1
H 2.112533 1.750651 -2.809427 -0.1 0.0 -0.6
C -5.170421 1.714541 5.840957 -0.2 0.2 -0.5
C -3.960272 1.794763 4.951884 1.2 -1.8 -0.8
O -2.736363 1.701832 5.801783 -1.0 -1.1 -1.1
C -2.048911 0.547051 5.797688 1.6 0.0 -0.2
O -1.984872 -0.379933 5.002627 -1.1 1.5 0.9
O -1.212080 0.670212 6.858768 -0.8 -0.5 -0.4
C -0.331836 -0.415398 7.092825 1.9 -0.2 -0.5
H -6.025334 1.685651 5.166209 -0.2 0.0 0.1
H -5.243709 2.630108 6.407562 -0.1 0.1 0.5
H -5.219793 0.832063 6.494328 0.3 0.3 -0.3
H -3.826750 2.747095 4.428737 -0.3 -0.2 0.1
H -3.984140 0.939961 4.167032 0.4 1.4 1.3
H -0.311733 -0.586588 8.160703 0.1 0.1 0.2
H 0.698992 -0.141523 6.707621 -1.1 -0.2 0.6
H -0.584763 -1.350785 6.590616 -0.5 0.3 -0.1
C -5.711548 5.422006 -1.893132 -0.2 0.2 1.2
C -5.567982 4.165251 -2.733836 0.4 0.3 0.9
O -4.239342 3.626557 -2.477618 -0.8 0.4 -0.4
C -4.125887 2.827622 -1.401832 0.4 0.7 -2.1
O -4.996014 2.361380 -0.758292 -2.0 -0.4 1.6
O -2.865647 2.579422 -1.300661 2.3 -0.7 1.4
C -2.436344 1.781624 -0.142036 0.9 1.9 -0.6
H -5.796721 5.163465 -0.767291 0.2 0.5 -1.9
H -6.580668 6.026646 -2.209323 0.2 -0.4 0.3
H -4.832017 6.049310 -2.094282 -0.1 -0.1 0.4
H -5.572365 4.478091 -3.793705 -0.2 -0.8 0.4
H -6.291219 3.414089 -2.378468 0.0 0.3 -0.9
H -3.171707 1.754209 0.624416 -0.8 0.1 0.5
H -1.533476 2.300163 0.243476 -0.6 -0.4 -0.4
H -2.226305 0.817909 -0.510083 0.5 -1.2 -0.2
C 4.779146 -2.065132 6.756559 -1.7 -2.0 -0.7
C 4.128447 -2.554924 5.469967 0.7 1.1 -0.1
O 5.174864 -2.901214 4.507010 -1.1 -0.5 2.1
C 4.866242 -2.682340 3.268825 -0.9 1.6 -2.0
O 3.904005 -2.081412 2.796204 0.6 -0.7 0.8
O 5.863599 -3.120062 2.543564 1.5 0.0 -1.0
C 6.001256 -2.574432 1.205727 0.7 -0.1 0.9
H 5.509261 -2.826965 6.993183 0.5 0.3 0.5
H 3.931126 -2.171760 7.481089 1.0 0.8 -0.1
H 5.164765 -1.095609 6.545641 0.4 0.7 0.6
H 3.562636 -1.755439 5.026755 -0.4 0.3 -0.2
H 3.459644 -3.361805 5.672130 -0.1 -1.0 -0.3
H 5.813845 -1.505301 1.150878 -0.2 0.1 0.3
H 5.317825 -3.103937 0.605748 -0.7 -0.4 -1.1
H 7.043436 -2.751481 0.904859 -0.5 -0.2 0.2

***

(2)
9
Properties=species:S:1:pos:R:3:forces:R:3 method="wB97M-V/def2-TZVPD" energy_ev=-12002.8396 gap_ha=0.334 e_above_lowest_ev=2.700 charge=-1 smiles="O=C([O-])[C@@]1(F)CO1"
O -1.222125 1.983937 0.501661 0.2 3.2 1.0
C -1.134955 0.905992 -0.004529 -1.1 -2.1 0.0
O -1.943591 0.268078 -0.713672 0.2 -0.3 -0.6
C -0.040014 -0.038663 0.433878 1.6 -0.2 1.8
F -0.305654 -0.752868 1.573729 -0.2 0.6 -0.7
C 0.901824 -0.622062 -0.393869 2.8 -1.1 -3.7
O 1.648229 0.238591 0.463189 -2.7 -0.2 0.1
H 1.141808 -1.718352 -0.350474 -0.3 0.9 0.2
H 0.954480 -0.264654 -1.509911 -0.5 -0.7 1.9

***

(3)
43
Properties=species:S:1:pos:R:3:forces:R:3 method="wB97M-V/def2-TZVPD" energy_ev=-49064.3664 gap_ha=0.138 e_above_lowest_ev=0.634
C -1.743396 3.392619 1.375999 0.3 0.1 -0.1
C -1.966321 2.085999 0.653714 -0.5 0.3 -0.2
O -1.636178 0.992625 1.562714 0.4 -2.1 0.2
C -1.864784 -0.246134 1.094505 -1.3 1.4 -1.5
C -1.368249 -1.438291 1.959954 1.2 1.3 -0.3
N -0.422670 -2.285365 1.040881 -1.2 -1.5 1.4
C -0.918875 -2.790748 -0.120888 0.1 0.3 0.0
C -0.365686 -3.900555 -0.736051 0.2 0.2 0.0
C 0.750322 -4.537665 -0.198706 -0.4 0.6 0.4
C 1.174123 -4.074944 1.055846 0.5 0.2 0.1
C 0.570790 -2.989351 1.665121 -0.1 0.5 -0.1
O -2.426019 -0.461567 0.024533 1.0 0.0 1.6
H -2.212498 4.182534 0.790752 0.0 0.0 0.0
H -2.200727 3.428810 2.363980 -0.1 -0.2 -0.1
H -0.679093 3.628804 1.444336 0.0 -0.1 0.1
H -3.014039 1.992250 0.341804 0.3 -0.2 0.2
H -1.295548 1.986887 -0.212495 -0.3 0.0 0.2
H -0.791869 -1.115906 2.843746 0.2 0.1 -0.8
H -1.754257 -2.250282 -0.551044 -0.1 0.0 0.2
H -0.863019 -4.233906 -1.635180 0.2 0.0 -0.1
H 1.250228 -5.344843 -0.739587 -0.2 0.2 0.4
H 2.008085 -4.526429 1.588980 -0.2 0.0 -0.2
H 0.862855 -2.610808 2.652881 -0.1 -0.3 -0.5
F -3.313211 -1.624227 5.017889 -0.3 0.3 -1.4
C -3.691441 -1.444366 3.713686 -1.3 0.7 0.2
F -4.998221 -1.790201 3.595673 2.0 -0.1 0.2
F -3.603630 -0.147435 3.386477 0.5 -1.1 0.4
S -2.637893 -2.547794 2.601774 -1.0 -0.3 0.0
N -6.093067 0.817426 1.529132 1.0 -1.0 0.6
C -5.995477 2.149903 1.826784 -1.1 -1.4 -0.2
O -4.998785 2.863459 1.905120 0.1 -0.1 -0.3
C -7.413745 2.604661 2.059201 -0.5 0.9 -0.1
C -8.191215 1.468399 2.209407 -1.1 0.2 0.4
C -9.552209 1.546341 2.454412 -0.1 0.5 -0.1
C -10.163576 2.815656 2.313409 0.5 0.2 0.0
C -9.385651 3.959954 2.022468 0.1 -0.4 0.2
C -7.972886 3.869590 1.966961 -0.5 -0.2 0.1
C -7.330174 0.283951 1.893802 1.4 0.8 -0.6
O -7.679094 -0.891207 1.879969 0.2 0.6 0.1
H -10.115121 0.646725 2.725082 0.1 0.4 -0.4
H -11.250755 2.910852 2.420958 0.5 0.0 -0.1
H -9.873150 4.922325 1.827548 0.1 -0.4 0.2
H -7.321276 4.735602 1.809562 -0.4 -0.3 0.0